Here is a cluster of 2 separate species, C8H12N4 in total in a non-equilibrium geometry from the Open Molecules 2025 dataset. Energies are from ωB97M-V/def2-TZVPD.

As for the SMILES: Cc1c[nH]cn1.Cc1c[nH]cn1. Its energy relative to the best compared isomer or geometry (same formula, charge and spin) is 98.6 kJ/mol.

Structure (ORCA input):
```
! RIJCOSX wB97M-V def2-TZVPD def2/J DEFGRID3
* xyz 0 1
H 2.46911 -1.03753 0.64514
H -1.68041 1.18661 3.64565
H -1.70382 -0.56180 3.75545
C -1.60249 0.18806 1.76901
H 3.97891 1.49882 -0.45426
N 1.55652 0.40182 -2.18506
H 2.57412 1.97792 0.48216
C 2.89871 1.68804 -0.51374
N -2.09776 -0.60220 -0.23222
H 2.82644 2.55311 -1.17247
H -1.79565 -1.01361 -1.10394
C 2.20649 0.48845 -0.99453
H -0.50614 -1.51005 0.72924
H -3.80614 0.67753 -0.46477
N -2.68090 0.88912 1.31270
C -1.24109 0.28149 3.23565
C -1.24623 -0.73728 0.84289
H -0.17179 0.24632 3.39992
H 0.70084 -1.38481 -3.12005
C 2.12182 -0.68596 -0.30983
C -2.88319 0.49822 0.06067
N 1.46727 -1.55332 -1.16264
H 1.05269 -2.37992 -0.74954
C 1.16958 -0.85763 -2.30944
*
```

Here is a structure of composition C41H30AuF3O8S4 in a non-equilibrium geometry from the Open Molecules 2025 dataset. Energies are from ωB97M-V/def2-TZVPD.

Its energy relative to the best compared isomer or geometry (same formula, charge and spin) is 3.0 kJ/mol.

Structure (ORCA input):
```
! RIJCOSX wB97M-V def2-TZVPD def2/J DEFGRID3
* xyz 0 1
H 2.50652 -0.10873 -6.46918
H 3.96030 6.82180 -3.65045
C 3.00539 -2.14117 -3.75998
C 3.30226 -0.88693 5.33030
H 4.70780 4.55272 -2.82221
C 2.53710 -1.24411 -2.74664
C 4.89018 -1.42689 -1.02224
C 4.69623 -2.46565 1.55918
H 4.26038 -1.04049 5.81142
F -3.30018 1.75199 0.44150
H 4.21693 -5.29052 -4.20208
H 0.69333 5.25018 -4.11994
C 0.92119 -1.16385 5.31036
H 4.96548 -1.01675 -2.02209
S -0.80560 -0.38949 3.44042
C 3.62578 -1.85722 -0.54540
C -1.39630 -4.29250 -1.31236
C 2.26884 -2.79086 1.26517
H 3.44061 -3.79281 -2.42902
H -0.00999 3.09065 -3.08472
O -0.99757 0.89999 2.66630
C 1.96718 2.63053 -2.42611
H 2.35855 6.99023 -4.38104
O -0.93223 -1.46020 2.40905
C 3.86718 -3.86905 -5.79704
H 6.95335 -1.16333 -0.59524
C 0.84840 -0.48811 4.09444
C 5.99636 -1.51133 -0.22845
C -0.27313 -3.89821 -3.41805
C 3.29005 3.03342 -2.32119
C 2.44817 -1.73213 -1.33802
C 1.42520 4.62225 -3.62391
H 0.00881 -1.51755 5.76822
C -0.66780 -3.47221 -2.15682
F -1.40737 2.54222 -0.24624
H 3.62473 6.09629 -5.21952
S 1.50359 1.04189 -1.76625
O -1.69429 -0.52364 4.54749
C 2.09962 0.42711 -4.45331
C 2.52692 -0.41816 -5.43037
C -1.66038 -7.42905 -3.44789
H 0.27528 -3.23478 -4.07651
O 1.14234 -0.02081 1.12486
C 3.44984 -3.45645 -3.45770
C 2.99952 -1.71865 -5.10934
C -1.70998 -5.57463 -1.73710
C 1.25298 -2.10963 -0.78493
C 2.02155 -0.00884 3.48434
H 4.19738 -4.54692 -6.57433
O 0.00027 0.95184 -1.86406
H 2.20435 -3.17971 2.27500
C 3.19720 6.30969 -4.23717
H -2.27752 -6.22602 -1.08330
C 3.87463 -4.29339 -4.44865
C 2.12727 0.00920 -3.10311
S -0.25148 -1.80685 -1.69134
C 5.89901 -2.03992 1.07844
O 3.45556 0.66288 1.45289
S 2.08384 0.81571 1.88744
C 3.67569 4.22971 -2.90030
H -2.19816 -7.40190 -4.39704
C 1.02183 3.42030 -3.05508
F -2.47846 1.06270 -1.45001
C 3.23829 -0.21815 4.11733
C 1.14791 -2.65248 0.51438
C 3.43878 -2.61384 -6.11688
H 1.73239 1.41488 -4.70028
O -1.33187 -1.54112 -0.61483
C 3.52843 -2.38030 0.76418
C 2.75437 5.03359 -3.56856
H 0.17501 -2.89871 0.91841
C 2.14678 -1.36342 5.92359
H 3.99767 2.42256 -1.77040
Au -1.31167 -0.00219 0.76888
H 4.61089 -2.85672 2.56624
C -0.59042 -5.18377 -3.81992
H 2.19195 -1.88422 6.87144
H 6.78503 -2.09965 1.69782
H 4.12931 0.14140 3.62095
C -1.31374 -6.03797 -2.98879
C -2.18298 1.48263 -0.23075
H -1.72017 -3.92906 -0.34624
H 3.42269 -2.28329 -7.14904
H -2.28467 -7.94225 -2.71788
O 1.63107 2.16716 2.10271
H -0.75727 -8.02290 -3.60040
H -0.28027 -5.52544 -4.80122
*
```

Here is a cluster of 4 separate species, C34H40F4O11 in total in a non-equilibrium geometry from the Open Molecules 2025 dataset. Energies are from ωB97M-V/def2-TZVPD.

As for the SMILES: CCOCC[C@H](O[C@@H](CCCC(=O)OCC)COC)C(F)(F)C(F)F.O=C1C=CC(=O)C=C1.O=C1C=CC(=O)C=C1.O=C1C=CC(=O)C=C1.

Structure (ORCA input):
```
! RIJCOSX wB97M-V def2-TZVPD def2/J DEFGRID3
* xyz 0 1
C 1.54086 -3.44282 -7.78991
H -0.82937 4.87912 0.89812
C -1.57315 4.17898 0.38914
H 4.89912 2.40420 2.64238
H -1.17053 2.94368 2.59098
C 3.34806 1.32388 3.60084
C -0.29612 0.11193 2.87697
C 4.61239 1.54936 3.24208
C 2.98028 0.14863 4.41948
C -1.11234 0.65919 -0.87807
H -5.76424 -1.81836 -1.00210
O 6.85386 0.84006 3.32414
H 0.63126 -0.03501 -6.03490
C 0.75031 -0.94878 -1.95399
C 5.43038 -4.42351 1.86664
C 5.63778 -5.69520 4.41873
H -2.63490 0.55882 -2.47072
C 4.06767 -0.76704 4.82681
C -0.92916 2.68753 0.36765
H -4.06854 2.53246 -0.25487
C 0.78704 -3.46172 -6.69056
C -5.33167 -1.81147 1.27083
H -5.91399 -0.83682 1.24824
C 5.70029 0.63408 3.64930
H -0.64726 0.47885 3.90674
H -4.26315 3.01589 1.57431
O 2.72264 -2.15228 -9.36094
H -6.00686 4.56886 1.05137
O 6.94216 -6.07167 1.13953
F -0.19933 0.92667 -3.15287
H 0.62690 -0.55456 2.97109
C 5.33187 -0.54122 4.46787
C 0.41682 -2.21246 -5.99193
O 1.82556 -0.05643 4.74369
H 3.78136 -1.62242 5.42620
H 6.98280 -7.07133 3.53173
C -3.56356 -0.40774 -0.70381
C 6.34496 -6.20491 3.41006
H 2.03888 0.00061 -8.08731
H -2.88655 6.63495 -1.84293
H 0.41443 -4.38333 -6.26133
C 0.16155 0.54576 -1.81981
O -1.61154 1.98328 -0.68379
C 2.03713 -2.17055 -8.35775
C -5.02134 -2.24817 -0.25910
H 1.82191 -4.34804 -8.31348
H -2.64081 4.08501 -1.65649
H 6.14080 -1.20113 4.75635
O 4.12543 -4.04687 5.14740
O -4.51776 6.56474 0.78261
H -4.48453 -0.03903 -1.28754
H -1.95535 -1.13684 -2.06280
H 0.55820 -1.31105 -3.01726
H -5.87099 -2.64208 1.84297
H -2.10954 6.85503 -0.18370
C -4.17005 5.87484 -0.18483
O 0.04879 1.28888 2.11726
H 5.40507 -3.99893 0.87076
H -2.48878 4.14437 1.07265
C 6.29567 -5.60748 2.05788
C -5.65953 4.04760 0.10699
C 1.66645 -0.92114 -7.65842
O -0.26997 -2.23044 -4.98686
H 5.66290 -6.11966 5.41467
O -4.95710 4.89757 -0.82793
H -5.03809 -3.39050 -0.35828
F 2.15713 -1.00139 -1.75673
H 2.53857 1.98328 3.31211
O -3.66173 -1.85104 -0.54026
F 1.24713 1.36951 -1.45970
H 4.08534 -3.04753 2.75377
C -1.93197 4.73313 -1.06025
H -2.02674 1.38545 1.93029
H -4.33381 -1.59226 1.76817
H -1.08971 -0.54973 2.37714
C -4.78679 2.77279 0.59175
C 4.77276 -4.51147 4.22743
C -1.14522 2.09612 1.83005
H -0.95790 4.97264 -1.58838
C -2.29636 -0.14615 -1.63543
C -2.71952 6.13162 -0.82403
F 0.18714 -1.86080 -1.03905
H -0.90572 0.06951 0.06778
H 0.18204 2.84393 0.20843
H -5.43995 1.86031 0.78446
C 0.91261 -0.94035 -6.55904
C 4.72327 -3.91394 2.87548
H -3.55467 0.15703 0.28082
H -6.56133 3.60552 -0.43500
*
```

In order of appearance, HOMO = -8.533 -8.387 -9.845 eV.
In order of appearance, frontier orbital gap = 9.08 6.61 8.09 eV.
In order of appearance, molar mass = 164.21 1032.91 700.67 g mol⁻¹.